A cluster of 2 separate species, C4H11S2 in total, computed with the ωB97M-V functional and the def2-TZVPD basis.

```
! wB97M-V def2-TZVPD RIJCOSX def2/J DEFGRID3
* xyz -1 1
C -2.06173 -0.30909 0.42800
C -1.53792 -1.74324 0.35051
C -0.06204 -1.85426 0.77587
S 1.07119 -1.03694 -0.42319
H -2.30128 -0.05828 1.46769
H -2.96313 -0.16216 -0.16842
H -1.25054 0.33971 0.10563
H -2.18868 -2.39915 0.94534
H -1.54429 -2.09347 -0.68478
H 0.19985 -2.90967 0.86917
H 0.12497 -1.34330 1.72431
C 2.29301 2.01050 -1.29732
S 0.93982 2.82571 -0.34859
H 1.84968 1.67108 -2.22740
H 3.08387 2.73447 -1.48365
H 2.63264 1.16001 -0.71384
H 1.71459 3.16807 0.68067
*
```

Summary:
Orbital gap in hartree: 0.2089
Relative energy (zero: lowest compared OMol25 entry of this formula, charge and spin) in eV: 0.3720

Per-atom Löwdin charges, elementary charge units: number 1, C, carries -0.161; number 2, C, carries -0.389; number 3, C, carries -0.751; number 4, S, carries 0.170; number 5, H, carries 0.058; number 6, H, carries 0.052; number 7, H, carries 0.010; number 8, H, carries 0.080; number 9, H, carries 0.072; number 10, H, carries 0.021; number 11, H, carries 0.024; number 12, C, carries -0.521; number 13, S, carries 0.555; number 14, H, carries 0.013; number 15, H, carries 0.007; number 16, H, carries -0.052; number 17, H, carries -0.188